Record 1
The following is a quantum chemistry calculation of a structure of composition C11H40F2HgNO13S2 at a distorted geometry, from the OMol25 dataset.

Structure (ORCA input):
```
! wB97M-V def2-TZVPD RIJCOSX def2/J DEFGRID3
* xyz 1 1
Hg 3.6538 3.5097 0.4793
N 1.5727 0.4533 -0.1614
S 1.2251 -0.3508 -1.5049
O -0.0401 -1.1262 -1.5833
O 2.4015 -0.6911 -2.3062
F 0.6162 0.7944 -2.4323
S 1.1824 -0.8158 0.8070
O 1.8437 -2.0918 0.6707
O -0.2081 -0.8434 1.2372
F 1.8160 -0.2931 2.1838
C 1.3383 -0.8226 -8.1144
O 1.0514 0.5572 -7.8242
H 0.4182 -1.2838 -8.4732
H 2.1168 -0.7234 -8.8708
H 1.7138 -1.3895 -7.2625
H 0.1651 0.6222 -8.1872
C -5.0881 0.1434 3.1827
O -5.1944 -0.1001 1.7807
H -5.4041 -0.6157 3.8981
H -4.0533 0.3528 3.4536
H -5.8106 0.9048 3.4768
H -4.4210 -0.5686 1.4583
C -2.2915 4.3676 -5.2276
O -3.2092 4.6988 -6.1939
H -2.7570 3.7850 -4.4326
H -1.5906 3.7997 -5.8395
H -1.8625 5.3068 -4.8784
H -2.7150 4.9959 -6.9615
O 3.1029 4.1654 -3.1204
H 2.2776 4.6216 -3.2848
H 3.3922 3.8737 -3.9850
O 5.5326 2.0525 3.2731
H 5.0625 1.7129 4.0346
H 6.4552 2.0188 3.5259
C -2.9941 4.5653 0.1760
C -1.5938 4.7538 0.8692
O -0.5881 4.3473 -0.1468
H -3.1070 3.5647 -0.2414
H -3.1263 5.2995 -0.6188
H -3.8495 4.8418 0.7925
H -1.5177 4.2113 1.8116
H -1.3362 5.8011 1.0271
H -0.4824 3.4002 -0.0314
C -0.9506 3.2142 6.4673
C 0.1362 3.2819 7.5176
O 1.2928 4.0084 7.0841
H -1.2263 4.2389 6.2184
H -1.8129 2.6930 6.8832
H -0.4613 2.6787 5.6538
H 0.3296 2.3651 8.0746
H -0.2852 3.8230 8.3647
H 1.0866 4.9027 7.3657
C -1.0551 -6.3447 2.9210
C 0.0733 -6.5193 3.8732
O 1.3103 -6.2743 3.1832
H -1.9972 -6.4297 3.4626
H -0.9835 -7.1820 2.2269
H -0.9746 -5.3252 2.5439
H 0.1019 -7.5213 4.3012
H 0.0017 -5.7920 4.6819
H 1.3150 -5.4141 2.7568
C 1.7501 -6.0309 -4.1742
C 2.3306 -6.2378 -2.7640
O 3.5322 -6.8744 -2.9495
H 0.6666 -5.9522 -4.0857
H 2.1256 -6.7324 -4.9192
H 2.0019 -5.0202 -4.4952
H 1.6698 -6.8940 -2.1975
H 2.4925 -5.2451 -2.3440
H 3.8325 -7.2219 -2.1065
*
```

The orbital gap comes out at 0.0574 Ha. The value obtained for the highest occupied orbital energy is -11.96 eV.

natural (NBO) atomic charge list, values in e, 8 entries: Hg 0.762; N -0.898; S 2.320; O -0.787; O -0.763; F -0.489; S 2.357; O -0.797

=====

Record 2
The following is a quantum chemistry calculation of an isolated molecule of C3H6N4O5 at a distorted geometry, from the OMol25 dataset.

Structure (ORCA input):
```
! wB97M-V def2-TZVPD RIJCOSX def2/J DEFGRID3
* xyz 0 1
C -1.7916 0.0900 0.4009
C 0.6166 -0.1700 -1.9700
C 0.5869 -0.0852 -0.3257
N -2.5441 -0.2525 1.4763
N -0.5197 -0.5434 0.3982
N 1.8155 -0.9790 0.2764
N 1.0148 1.3272 0.0960
O -2.1150 0.7727 -0.5314
O 2.7774 -1.2395 -0.3913
O 1.5666 -1.3409 1.4380
O 2.0139 1.7745 -0.3516
O 0.2468 1.8967 0.9106
H 1.1666 0.7525 -2.3175
H 1.2264 -1.0325 -2.2416
H -0.3188 -0.0910 -2.3943
H -2.1317 -0.3322 2.4397
H -3.3742 0.2897 1.7324
H -0.2362 -0.8371 1.3548
*
```

As for the SMILES: CC(NC(N)=O)([N+](=O)[O-])[N+](=O)[O-]. The orbital gap comes out at 0.3610 Ha. The value obtained for the highest occupied orbital energy is -10.62 eV.

natural (NBO) atomic charge list, values in e, 8 entries: C 0.812; C -0.615; C 0.335; N -0.842; N -0.691; N 0.532; N 0.492; O -0.609

=====

Record 3
The following is a quantum chemistry calculation of the ion C4H6NO2S with charge -1 at a distorted geometry, from the OMol25 dataset.

Structure (ORCA input):
```
! wB97M-V def2-TZVPD RIJCOSX def2/J DEFGRID3
* xyz -1 1
O -1.1585 2.3201 -0.2133
C -0.1414 2.0704 0.4060
N 0.3132 0.8462 0.7099
C -0.3141 -0.3692 0.2944
C 0.7435 -1.5280 0.1031
S 2.4526 -0.9887 -0.0413
C -1.0507 -0.2593 -1.0067
O -2.1528 -0.6648 -1.3042
H 0.4690 2.8530 0.8956
H 1.3216 0.7062 0.8781
H -1.0477 -0.7149 1.0312
H 0.5032 -2.2635 0.8835
H 0.4661 -2.0999 -0.7894
H -0.4040 0.0925 -1.8469
*
```

As for the SMILES: O=CN[C@@H](C=O)C[S-]. The orbital gap comes out at 0.2609 Ha. The value obtained for the highest occupied orbital energy is -3.26 eV.

natural (NBO) atomic charge list, values in e, 8 entries: O -0.647; C 0.532; N -0.628; C -0.182; C -0.531; S -0.635; C 0.472; O -0.576

=====

Record 4
The following is a quantum chemistry calculation of a cluster of 2 separate species, C3H8BrO3P in total at a distorted geometry, from the OMol25 dataset.

Structure (ORCA input):
```
! wB97M-V def2-TZVPD RIJCOSX def2/J DEFGRID3
* xyz 0 3
C -2.2210 -0.2795 -1.0179
C 1.5394 -1.4039 1.5854
C 0.3750 2.2774 -0.3321
O 1.4796 -0.9173 -1.4478
O -1.0823 -1.0769 -1.2901
O 0.4090 -1.0378 0.8271
P 0.3245 -0.5389 -0.6553
Br 1.0359 2.9490 1.2861
H -3.0342 -0.9936 -0.5697
H -2.7518 0.1350 -1.9255
H -1.7876 0.4253 -0.3220
H 1.9537 -0.6213 2.1902
H 2.2480 -1.6845 0.8623
H 1.2748 -2.0925 2.3586
H 0.9574 2.3519 -1.1596
H -0.7205 2.5076 -0.3896
*
```

The orbital gap (alpha / beta) comes out at 0.2970 / 0.3198 Ha. The value obtained for the highest occupied orbital energy (alpha / beta) is -7.35 / -10.76 eV.

natural (NBO) atomic charge list, values in e, 8 entries: C -0.259; C -0.247; C -0.451; O -1.044; O -0.795; O -0.826; P 2.045; Br 0.073

=====

Record 5
The following is a quantum chemistry calculation of a structure of composition C35H33As2ClN15O8Tc at a distorted geometry, from the OMol25 dataset.

Structure (ORCA input):
```
! wB97M-V def2-TZVPD RIJCOSX def2/J DEFGRID3
* xyz 1 4
Tc -0.2898 0.0609 1.1230
C -0.5764 4.0136 -0.7827
C -0.4280 2.6424 -0.6297
N -0.7743 2.0433 0.5055
C -1.3169 2.8139 1.4489
C -1.4030 4.1858 1.3262
N -1.0080 4.7819 0.2081
C -1.1885 1.5290 3.5687
C -1.2902 1.8893 4.8775
C -0.5199 1.1788 5.8119
C 0.2453 0.1215 5.3360
C 0.2584 -0.1954 3.9848
N -0.4301 0.5365 3.0917
C 0.8760 -1.3735 3.3877
C 1.6852 -2.2773 4.0667
N 2.1448 -3.3805 3.5012
C 1.7855 -3.6034 2.2419
C 1.0159 -2.7029 1.5228
N 0.5701 -1.5713 2.0782
C -0.5742 1.5134 7.2460
C -0.8038 2.8216 7.6648
C -0.8619 3.0874 9.0248
N -0.7122 2.1499 9.9511
C -0.4952 0.9016 9.5576
C -0.4158 0.5333 8.2230
H -0.3496 4.4941 -1.7255
H -0.0553 2.0144 -1.4217
H -1.8064 4.7987 2.1201
H -1.9819 2.6683 5.1643
H 0.8364 -0.4668 6.0227
H 1.9828 -2.0968 5.0926
H 2.1413 -4.5181 1.7866
H 0.7471 -2.8862 0.4917
H -0.9143 3.6258 6.9494
H -1.0377 4.0936 9.3865
H -0.3870 0.1660 10.3460
H -0.2701 -0.5059 7.9593
N -4.3964 0.5592 0.6076
C -3.6119 -0.1724 -0.2823
N -4.1317 -0.6951 -1.3785
N -3.1119 -1.2523 -2.0144
N -2.0270 -1.0910 -1.3308
N -2.2814 -0.3988 -0.2075
C -3.7894 1.2604 1.5732
N -4.2306 2.3690 2.2117
N -3.2755 2.9028 2.9139
N -2.0464 2.0570 2.5229
N -2.5543 0.9108 1.8950
H -5.3540 0.7366 0.3495
C 3.4319 3.3990 -2.9917
O 2.5137 2.4021 -3.4611
C 2.1427 1.4640 -2.5973
O 2.6066 1.3824 -1.4782
C 1.1992 0.4534 -3.1471
C 0.5174 0.7037 -4.2750
As -0.5039 -0.5929 -5.3608
C 1.0358 -1.1537 -6.4967
C -0.3553 -2.1801 -4.2272
C -0.0206 -2.2665 -2.9404
As 0.9059 -0.9535 -1.8292
C 2.6881 -1.8065 -1.8754
C -0.4206 -3.4275 -2.0985
O 0.1991 -3.7386 -1.0957
O -1.4779 -4.0650 -2.5490
C -2.0496 -5.1140 -1.7593
C -0.9905 -3.2888 -5.0289
O -1.9924 -3.0563 -5.6510
O -0.3859 -4.4762 -5.1812
C 0.9512 -4.7243 -4.7453
C 0.2220 2.1434 -4.6335
O -0.5008 2.7424 -3.8733
O 0.6205 2.7043 -5.7615
C 1.5546 2.0403 -6.6115
H 3.7666 3.9346 -3.8738
H 4.2704 2.9292 -2.4820
H 2.9295 4.0815 -2.3072
H 1.1518 -0.5000 -7.3567
H 0.8089 -2.1541 -6.8671
H 1.9603 -1.1769 -5.9220
H 3.0710 -1.8507 -2.8930
H 2.6037 -2.8140 -1.4712
H 3.3719 -1.2257 -1.2576
H -2.3890 -5.8805 -2.4495
H -2.9024 -4.7033 -1.2202
H -1.3212 -5.5141 -1.0592
H 1.2913 -5.5778 -5.3248
H 0.9939 -4.9809 -3.6869
H 1.6013 -3.8709 -4.9381
H 2.1788 2.8136 -7.0508
H 1.0238 1.5218 -7.4089
H 2.1795 1.3446 -6.0502
Cl 1.7447 2.5070 2.1851
C 1.6933 0.9095 1.3742
H 2.3582 0.2833 1.9678
H 2.1343 1.0596 0.3931
*
```

The orbital gap (alpha / beta) comes out at 0.2144 / 0.2408 Ha. The value obtained for the highest occupied orbital energy (alpha / beta) is -10.04 / -11.22 eV.

Mulliken atomic charge list, values in e, 8 entries: Tc -0.090; C -0.559; C -0.948; N 1.316; C -0.100; C -0.816; N -0.545; C -0.305

=====

Record 6
The following is a quantum chemistry calculation of a cluster of 3 separate species, C3H8O in total, from the OMol25 dataset.

Structure (ORCA input):
```
! wB97M-V def2-TZVPD RIJCOSX def2/J DEFGRID3
* xyz 0 1
C 0.6282 -0.9472 -1.0103
C -0.2580 0.0183 -0.2969
C -0.3310 0.1279 1.1580
O -0.9195 1.1842 1.6280
H 1.3603 -1.3944 -0.3312
H 1.1740 -0.4132 -1.7962
H 0.0545 -1.7386 -1.5057
H 0.1538 1.8587 -0.2204
H -1.1496 0.3652 -0.8172
H 0.5671 -0.2828 1.6633
H -1.0403 -0.7863 1.0112
H -0.2395 2.0081 0.5173
*
```

The orbital gap comes out at 0.3394 Ha. The value obtained for the highest occupied orbital energy is -9.26 eV.

natural (NBO) atomic charge list, values in e, 8 entries: C -0.697; C 0.021; C -0.081; O -0.686; H 0.227; H 0.257; H 0.235; H -0.087

=====

Here are the calculated relative energy (zero: lowest compared OMol25 entry of this formula, charge and spin) numbers, same order: 4.419; 0.684; 0.379; 0.000; 3.717; 4.526 (eV).